Here is a gas-phase ion, CH4N3O2 (charge -1) from the OMol25 dataset. Energies are from ωB97M-V with the def2-TZVPD basis set.

Values from the calculation:
Charge   -1
Energy above the lowest of the compared OMol25 structures with the same formula, charge and spin   86.1 kcal/mol
Largest force on an atom   5.7 eV/A
E_LUMO   4.33 eV
DFT total energy   -9663.1857 eV
HOMO   -3.757 eV

Last column: natural (NBO) charge in e.
CARTESIAN COORDINATES (ANGSTROEM)
1 C 0.460 0.351 -0.068  -0.42
2 N -2.041 0.669 -0.372  -0.21
3 N -0.699 -0.169 -0.798  -0.56
4 N -2.982 -0.051 -0.015  0.53
5 O -2.956 -1.282 0.036  -0.59
6 O -4.057 0.633 0.216  -0.62
7 H 0.261 1.391 -0.071  0.20
8 H 0.759 0.051 1.065  0.13
9 H 1.308 0.220 -0.685  0.17
10 H -0.975 -1.218 -0.559  0.37

***

Here is a molecular structure, C6H3NO from the OMol25 dataset. Energies are from ωB97M-V with the def2-TZVPD basis set.

Values from the calculation:
Charge   0
Energy above the lowest of the compared OMol25 structures with the same formula, charge and spin   113.6 kcal/mol
Largest force on an atom   9.9 eV/A
E_LUMO   -1.88 eV
DFT total energy   -9801.2800 eV
HOMO   -9.767 eV

Last column: natural (NBO) charge in e.
CARTESIAN COORDINATES (ANGSTROEM)
1 C 0.376 -0.947 0.813  0.38
2 C -0.057 -0.093 -0.206  -0.14
3 C -1.229 0.285 -0.804  -0.21
4 C -2.140 -0.822 -0.810  0.21
5 C 1.131 0.752 -0.055  -0.08
6 C 2.137 1.503 0.370  -0.17
7 H -0.282 -1.716 0.695  0.12
8 H -1.329 1.279 -1.367  0.29
9 H 3.171 2.116 0.524  0.29
10 N -3.007 -1.546 -0.834  -0.25
11 O 1.229 -0.811 1.673  -0.44

***

Here is a molecular structure, C7H12O from the OMol25 dataset. Energies are from ωB97M-V with the def2-TZVPD basis set.

Values from the calculation:
Charge   0
Energy above the lowest of the compared OMol25 structures with the same formula, charge and spin   202.9 kcal/mol
Largest force on an atom   4.5 eV/A
E_LUMO   0.93 eV
DFT total energy   -9492.0200 eV
HOMO   -7.867 eV

Last column: natural (NBO) charge in e.
CARTESIAN COORDINATES (ANGSTROEM)
1 C -0.973 2.414 0.718  -0.65
2 C -0.731 0.921 0.051  0.10
3 C -0.467 -0.150 1.184  -0.43
4 C 0.307 -1.113 0.193  -0.17
5 C -0.874 -1.758 -0.635  -0.62
6 C 1.716 -1.529 -0.340  -0.39
7 C 1.233 0.060 -0.203  0.05
8 H 0.015 2.838 0.672  0.22
9 H -1.237 2.668 1.724  0.22
10 H -1.763 3.197 0.056  0.20
11 H -1.510 0.592 -0.566  0.18
12 H -1.441 -0.684 1.116  0.22
13 H -0.064 0.033 2.245  0.25
14 H -0.756 -2.325 -1.859  0.23
15 H -1.373 -2.737 0.033  0.23
16 H -1.636 -0.882 -0.632  0.20
17 H 1.722 -2.047 -1.433  0.27
18 H 2.461 -1.455 0.427  0.23
19 H 1.827 0.628 0.630  0.19
20 O 0.311 0.888 -1.028  -0.53

***

Here is a molecular structure, C60H49F3GaN2O2P2SSb from the OMol25 dataset. Energies are from ωB97M-V with the def2-TZVPD basis set.

Values from the calculation:
Charge   +2
Energy above the lowest of the compared OMol25 structures with the same formula, charge and spin   6.7 kcal/mol
Largest force on an atom   0.6 eV/A
E_LUMO   -5.26 eV
DFT total energy   -166558.6777 eV
HOMO   -13.192 eV

Last column: Mulliken charge in e.
CARTESIAN COORDINATES (ANGSTROEM)
1 Ga -0.564 0.283 -0.545  1.77
2 C 5.946 5.684 1.367  -1.59
3 C 4.902 4.733 0.859  0.71
4 C 3.833 4.354 1.673  -1.22
5 C 2.856 3.490 1.213  -0.50
6 C 2.941 3.014 -0.090  -0.58
7 C 3.988 3.379 -0.927  -0.72
8 C 4.965 4.229 -0.439  -0.94
9 S 1.767 1.878 -0.711  1.49
10 O 2.114 0.531 -0.265  -0.08
11 O 1.669 2.049 -2.143  -0.90
12 N 0.316 2.101 -0.019  0.32
13 C -0.424 3.236 -0.428  -0.12
14 C -0.045 4.541 -0.255  0.02
15 C -0.876 5.599 -0.680  -1.15
16 C -2.082 5.354 -1.267  -0.87
17 C -2.505 4.019 -1.460  1.00
18 C -3.721 3.683 -2.089  -1.06
19 C -4.042 2.368 -2.283  -1.48
20 C -3.158 1.385 -1.831  0.11
21 N -2.026 1.655 -1.205  1.11
22 C -1.673 2.964 -1.030  -0.49
23 H 6.113 5.552 2.435  0.38
24 H 5.625 6.715 1.208  0.31
25 H 6.892 5.549 0.846  0.41
26 H 3.775 4.735 2.685  0.54
27 H 2.038 3.187 1.854  0.91
28 H 4.026 3.007 -1.941  0.57
29 H 5.788 4.516 -1.081  0.44
30 H 0.903 4.772 0.208  0.67
31 H -0.541 6.616 -0.532  0.46
32 H -2.722 6.162 -1.594  0.48
33 H -4.382 4.473 -2.422  0.48
34 H -4.956 2.068 -2.774  0.61
35 H -3.393 0.348 -2.005  0.30
36 C -0.578 -2.427 -2.579  -1.39
37 C -2.088 -2.198 -2.475  -1.87
38 P -2.513 -1.682 -0.771  0.52
39 C -4.311 -1.398 -0.772  0.56
40 C -4.868 -0.812 0.365  -0.66
41 C -6.236 -0.620 0.449  -0.72
42 C -7.056 -1.001 -0.606  -0.60
43 C -6.505 -1.574 -1.742  -0.87
44 C -5.133 -1.775 -1.829  -0.15
45 C -2.377 -3.173 0.256  0.23
46 C -2.440 -4.463 -0.269  -0.05
47 C -2.399 -5.557 0.583  -1.03
48 C -2.308 -5.373 1.957  -0.73
49 C -2.256 -4.091 2.484  -0.53
50 C -2.286 -2.997 1.634  0.42
51 P 0.333 -0.839 -2.537  2.13
52 C -0.052 -0.071 -4.122  0.28
53 C -0.579 1.213 -4.216  -0.09
54 C -0.891 1.744 -5.459  -1.19
55 C -0.669 0.998 -6.606  -0.59
56 C -0.120 -0.276 -6.518  -0.89
57 C 0.193 -0.811 -5.281  -0.77
58 C 2.076 -1.286 -2.574  0.64
59 C 2.967 -0.523 -3.327  -0.83
60 C 4.314 -0.841 -3.320  -0.86
61 C 4.778 -1.907 -2.561  -0.64
62 C 3.891 -2.670 -1.817  -0.79
63 C 2.540 -2.363 -1.824  -0.19
64 H -0.319 -2.935 -3.509  0.90
65 H -0.231 -3.063 -1.762  0.53
66 H -2.633 -3.098 -2.758  0.98
67 H -2.410 -1.404 -3.157  0.71
68 H -4.228 -0.514 1.189  0.34
69 H -6.666 -0.174 1.336  0.48
70 H -8.125 -0.852 -0.541  0.45
71 H -7.143 -1.874 -2.563  0.48
72 H -4.724 -2.227 -2.724  0.37
73 H -2.523 -4.634 -1.334  0.37
74 H -2.447 -6.557 0.173  0.48
75 H -2.280 -6.231 2.615  0.47
76 H -2.188 -3.939 3.554  0.50
77 H -2.246 -1.998 2.053  0.23
78 H -0.696 1.816 -3.330  0.58
79 H -1.290 2.747 -5.533  0.49
80 H -0.907 1.414 -7.576  0.45
81 H 0.072 -0.849 -7.415  0.46
82 H 0.642 -1.796 -5.221  0.42
83 H 2.611 0.314 -3.910  0.46
84 H 5.005 -0.257 -3.914  0.48
85 H 5.833 -2.150 -2.560  0.43
86 H 4.246 -3.511 -1.235  0.51
87 H 1.866 -2.966 -1.234  0.02
88 F -3.573 -0.860 6.728  -0.34
89 C -2.729 -0.782 5.698  0.15
90 C -1.582 -1.556 5.715  -0.73
91 C -0.711 -1.475 4.640  -0.64
92 C -0.991 -0.629 3.570  0.10
93 C -2.152 0.141 3.584  -0.03
94 C -3.034 0.071 4.653  -0.58
95 Sb 0.370 -0.512 1.949  0.46
96 C 1.252 -2.439 1.958  1.09
97 C 0.703 -3.448 1.173  0.00
98 C 1.204 -4.739 1.206  -0.91
99 C 2.272 -5.002 2.045  0.02
100 F 2.768 -6.241 2.085  -0.35
101 C 2.840 -4.028 2.845  -0.87
102 C 2.319 -2.744 2.802  -0.73
103 C 1.879 0.595 2.918  0.99
104 C 1.533 1.432 3.975  -0.91
105 C 2.516 2.123 4.669  -0.57
106 C 3.834 1.941 4.296  0.00
107 F 4.787 2.607 4.957  -0.39
108 C 4.207 1.105 3.260  -0.62
109 C 3.217 0.438 2.558  -0.54
110 H -1.384 -2.201 6.560  0.51
111 H 0.186 -2.082 4.645  0.44
112 H -2.376 0.815 2.763  0.36
113 H -3.937 0.664 4.692  0.50
114 H -0.147 -3.238 0.534  -0.43
115 H 0.781 -5.534 0.607  0.58
116 H 3.670 -4.282 3.489  0.51
117 H 2.762 -1.982 3.431  0.47
118 H 0.498 1.545 4.276  0.51
119 H 2.276 2.780 5.494  0.49
120 H 5.253 0.999 3.007  0.52
121 H 3.493 -0.195 1.726  0.60

***

Here is a molecular structure, C40H51ClN6O5SSeSr from the OMol25 dataset. Energies are from ωB97M-V with the def2-TZVPD basis set.

Values from the calculation:
Charge   -2
Energy above the lowest of the compared OMol25 structures with the same formula, charge and spin   15.7 kcal/mol
Largest force on an atom   1.2 eV/A
E_LUMO   3.79 eV
DFT total energy   -151030.9981 eV
HOMO   -0.691 eV

Last column: Mulliken charge in e.
CARTESIAN COORDINATES (ANGSTROEM)
1 Sr -0.499 -0.853 -1.065  1.00
2 C -1.631 1.717 4.469  0.45
3 C -2.994 1.714 4.104  0.98
4 C -3.149 2.583 2.998  -0.40
5 C -1.888 3.141 2.705  1.12
6 C -0.950 2.604 3.610  0.75
7 C 0.514 2.929 3.685  -1.39
8 C -1.643 4.159 1.627  -1.61
9 C -4.417 2.899 2.259  -1.66
10 C -4.084 0.997 4.843  -1.66
11 C -1.017 0.938 5.596  -1.63
12 H 1.157 2.150 3.253  -0.23
13 H 0.849 3.069 4.721  0.41
14 H 0.745 3.851 3.146  0.42
15 H -1.573 3.727 0.621  0.09
16 H -0.715 4.710 1.804  0.38
17 H -2.450 4.900 1.593  0.43
18 H -4.258 2.953 1.177  0.35
19 H -4.865 3.858 2.559  0.29
20 H -5.184 2.134 2.424  0.40
21 H -5.038 1.064 4.311  0.36
22 H -4.256 1.408 5.848  0.34
23 H -3.871 -0.072 4.985  0.27
24 H -0.035 0.532 5.324  0.11
25 H -1.642 0.084 5.878  0.39
26 H -0.864 1.532 6.511  0.32
27 C 2.584 -0.948 3.592  -1.47
28 C 2.946 -2.155 2.772  0.88
29 C 3.056 -3.415 3.356  -0.88
30 C 3.383 -4.527 2.603  -1.00
31 C 3.625 -4.390 1.243  -0.75
32 C 3.539 -3.152 0.626  1.41
33 C 3.813 -2.973 -0.840  -1.47
34 C 3.180 -2.043 1.404  -0.41
35 N 2.975 -0.810 0.749  0.40
36 C 3.958 -0.077 0.446  1.18
37 C 5.388 -0.363 0.836  -2.16
38 C 3.710 1.154 -0.388  0.73
39 C 4.831 2.166 -0.439  -1.96
40 N 2.609 1.260 -1.001  0.91
41 C 2.370 2.422 -1.778  -1.43
42 C 2.602 2.372 -3.152  1.33
43 C 3.130 1.113 -3.781  -1.10
44 C 2.325 3.508 -3.904  -0.96
45 C 1.825 4.654 -3.307  -0.92
46 C 1.588 4.673 -1.942  -0.87
47 C 1.852 3.559 -1.155  0.93
48 C 1.536 3.538 0.310  -0.46
49 H 1.965 -1.230 4.444  0.47
50 H 2.029 -0.217 3.004  0.00
51 H 3.476 -0.444 3.977  0.46
52 H 2.844 -3.516 4.415  0.43
53 H 3.428 -5.505 3.068  0.36
54 H 3.868 -5.260 0.642  0.36
55 H 3.969 -3.938 -1.322  0.48
56 H 4.706 -2.363 -1.007  0.33
57 H 2.977 -2.462 -1.321  0.06
58 H 5.456 -1.305 1.374  0.46
59 H 5.776 0.435 1.473  0.45
60 H 6.026 -0.410 -0.049  0.39
61 H 5.086 2.501 0.569  0.36
62 H 4.546 3.030 -1.033  0.47
63 H 5.730 1.722 -0.870  0.44
64 H 2.465 0.268 -3.580  0.13
65 H 4.117 0.854 -3.386  0.18
66 H 3.219 1.235 -4.861  0.44
67 H 2.487 3.477 -4.975  0.34
68 H 1.590 5.522 -3.911  0.35
69 H 1.156 5.550 -1.474  0.38
70 H 1.133 4.497 0.630  0.45
71 H 2.415 3.315 0.921  0.18
72 H 0.787 2.773 0.530  0.03
73 C 1.020 -4.700 -1.483  -1.13
74 C 0.414 -4.034 -0.254  0.27
75 O -0.205 -4.754 0.546  -0.84
76 O 0.476 -2.761 -0.190  0.69
77 H 1.419 -5.680 -1.221  0.27
78 H 1.771 -4.085 -1.972  0.08
79 H 0.210 -4.846 -2.204  0.26
80 Se -0.905 1.998 -2.249  -0.30
81 C -2.707 2.121 -1.926  0.30
82 N -3.844 2.238 -1.731  -0.79
83 O -0.942 -3.035 -4.415  -0.60
84 S 0.177 -2.063 -4.448  0.06
85 N 0.661 -1.438 -3.216  -0.36
86 Cl -0.774 -3.318 4.123  -0.30
87 C -1.467 -2.089 3.105  0.16
88 C -2.840 -1.905 3.063  -0.42
89 C -3.324 -0.889 2.268  -0.49
90 C -2.432 -0.105 1.545  -0.50
91 N -1.120 -0.338 1.533  1.04
92 C -0.645 -1.315 2.315  0.33
93 H -3.496 -2.529 3.655  0.47
94 H -4.380 -0.666 2.225  0.47
95 H -2.790 0.719 0.935  0.05
96 H 0.413 -1.517 2.272  -0.99
97 N -3.042 -4.534 -0.586  -0.88
98 C -2.354 -3.282 -0.923  1.43
99 C -3.332 -2.221 -1.352  0.24
100 O -4.607 -2.535 -1.175  -0.58
101 O -2.968 -1.169 -1.822  -0.58
102 H -3.049 -5.143 -1.396  0.21
103 H -4.574 -3.428 -0.757  0.43
104 H -2.469 -4.992 0.118  0.33
105 H -1.622 -3.395 -1.727  0.02
106 H -1.785 -2.973 -0.047  -0.59

***

Here is a molecular structure, C4H8O2 from the OMol25 dataset. Energies are from ωB97M-V with the def2-TZVPD basis set.

Values from the calculation:
Charge   0
Energy above the lowest of the compared OMol25 structures with the same formula, charge and spin   77.2 kcal/mol
Largest force on an atom   3.5 eV/A
E_LUMO   0.90 eV
DFT total energy   -8369.9319 eV
HOMO   -9.565 eV

Last column: natural (NBO) charge in e.
CARTESIAN COORDINATES (ANGSTROEM)
1 C 1.423 0.645 0.173  -0.65
2 C 0.704 -0.656 -0.118  0.07
3 O 0.061 -1.167 1.094  -0.51
4 C -1.140 -0.547 0.706  -0.10
5 C -0.716 -0.518 -0.759  0.06
6 O -1.098 0.621 -1.452  -0.70
7 H 0.756 1.334 0.702  0.21
8 H 2.293 0.461 0.811  0.22
9 H 1.757 1.124 -0.752  0.22
10 H 1.383 -1.399 -0.560  0.19
11 H -1.284 0.674 1.032  0.08
12 H -2.021 -0.500 1.308  0.23
13 H -0.912 -1.378 -1.413  0.20
14 H -1.206 1.306 -0.773  0.47